w:
# C6H16N5

A 2-piece molecular cluster, C6H16N5 overall (wB97M-V/def2-TZVPD, the Open Molecules 2025 dataset).

Geometry as XYZ:
```
27
C6H16N5 wB97M-V/def2-TZVPD
C -0.2489 2.7428 2.3444
C -0.8944 -1.5551 -0.1577
C 0.9308 -0.3950 -1.1049
C -1.7345 -1.0379 -1.3361
C 0.0804 0.1507 -2.2576
C 1.5753 -0.0979 1.8666
N 0.3568 3.6912 2.0471
N 0.2287 -0.7011 0.0305
N -0.6599 1.6698 2.6889
N 0.4110 0.1728 1.1320
N -0.8991 -0.8453 -2.5335
H -1.4254 -1.6792 0.8677
H -0.4137 -2.5693 -0.3429
H 1.3325 -1.3265 -1.5486
H 1.7236 0.1974 -0.7383
H -2.3425 -1.8816 -1.6279
H -2.2688 -0.2028 -1.0739
H -0.5388 1.1406 -2.0185
H 0.8064 0.3522 -3.2010
H 1.5348 -0.0523 3.0273
H 1.9048 -1.1779 1.7131
H 2.4231 0.4804 1.4836
H 1.2732 4.1430 1.7095
H -1.2812 1.3440 3.4298
H -0.1589 -0.2786 1.6267
H -0.3113 -1.6685 -2.6225
H -1.4038 -0.6159 -3.4037
```

LUMO energy = -3.16 eV
total charge = +1
spin multiplicity = 1
E_HOMO = -11.0 eV

***

x:
# C6H16N5

An isolated ion of composition C6H16N5 and charge +1 (wB97M-V/def2-TZVPD, the Open Molecules 2025 dataset).

Geometry as XYZ:
```
27
C6H16N5 wB97M-V/def2-TZVPD
C 0.2439 -1.6142 1.8562
C 1.7609 -1.8444 1.5949
C 0.6327 1.3861 -2.1956
C -0.0831 2.5032 -1.3246
C -1.1669 -0.0935 0.5474
C -2.1608 0.4971 1.3734
N -0.1800 -0.8374 0.7326
N 1.9397 -1.8826 0.1101
N -0.0068 0.1061 -1.8220
N -1.2485 0.4654 -1.2004
N -1.4137 1.7654 -1.3168
H -0.1929 -2.6993 1.9140
H 0.0515 -1.0639 2.6768
H 2.1871 -0.9654 2.1077
H 2.3369 -2.6818 2.0922
H 0.5176 1.6425 -3.2139
H 1.6447 1.5426 -2.0124
H 0.1955 2.5875 -0.1525
H -0.3795 3.4207 -1.8085
H -2.3975 1.4574 1.1031
H -2.0797 0.3061 2.4614
H -3.0453 -0.0082 1.2317
H 0.7296 -1.0297 -0.0002
H 2.9031 -1.9220 -0.0456
H -0.0627 -0.3910 -2.6904
H 1.5390 -2.7275 -0.3352
H -2.2650 2.0809 -1.6834
```

LUMO energy = -2.65 eV
total charge = +1
spin multiplicity = 1
E_HOMO = -11.9 eV
SMILES = CC(NCCN)=[N+]1NCCN1

***

Energetically preferred structure: x | next structure: +17.5 kcal/mol

***

w:
# C3H4O

C3H4O as an isolated structure (wB97M-V/def2-TZVPD, the Open Molecules 2025 dataset).

Geometry as XYZ:
```
8
C3H4O wB97M-V/def2-TZVPD
C 0.5040 -0.2986 -0.0367
C -0.2913 -1.2922 -0.3179
C 0.4525 1.1488 0.1930
O 1.8953 -0.0355 0.0289
H 0.1013 -2.2589 -0.3443
H -1.3484 -1.3012 -0.3000
H 0.8139 1.9811 -0.4944
H 0.4512 1.3597 1.1943
```

LUMO energy = -0.15 eV
total charge = 0
spin multiplicity = 1
E_HOMO = -9.3 eV

***

x:
# C3H4O

C3H4O as an isolated structure (wB97M-V/def2-TZVPD, the Open Molecules 2025 dataset).

Geometry as XYZ:
```
8
C3H4O wB97M-V/def2-TZVPD
C 1.5447 -0.5885 0.0616
C -0.4878 -0.4863 -0.1270
C -0.8645 0.7652 0.0659
O 2.0163 0.4588 0.2604
H 1.0076 -1.4870 -0.2336
H -1.1848 -1.2906 -0.3595
H -1.9033 1.0882 0.0437
H -0.1282 1.5403 0.2886
```

LUMO energy = 0.36 eV
total charge = 0
spin multiplicity = 1
E_HOMO = -8.3 eV

***

y:
# C3H4O

A 2-piece molecular cluster, C3H4O overall (wB97M-V/def2-TZVPD, the Open Molecules 2025 dataset).

Geometry as XYZ:
```
8
C3H4O wB97M-V/def2-TZVPD
C 1.6519 -0.0563 -0.6669
C -0.7182 -0.6645 0.2915
C -0.6037 0.5906 -0.0868
O 2.1910 0.3571 0.2377
H -1.0504 -1.4299 -0.4143
H -0.3658 -0.9516 1.2844
H -0.1967 1.3914 0.4703
H -0.9081 0.7632 -1.1158
```

LUMO energy = 1.07 eV
total charge = 0
spin multiplicity = 1
E_HOMO = -9.8 eV

***

z:
# C3H4O

One molecule with the formula C3H4O (wB97M-V/def2-TZVPD, the Open Molecules 2025 dataset).

Geometry as XYZ:
```
8
C3H4O wB97M-V/def2-TZVPD
C -0.5750 0.1403 -0.0013
C -1.7707 0.0851 -0.0022
C 0.8707 0.2365 -0.0007
O -3.0842 0.0699 0.0013
H 1.2955 -0.4898 0.6922
H 1.2658 0.0465 -0.9987
H 1.1706 1.2359 0.3122
H -3.4138 -0.8357 -0.0054
```

LUMO energy = 0.64 eV
total charge = 0
spin multiplicity = 1
E_HOMO = -9.0 eV
SMILES = CC#CO

***

Energetically preferred structure: y | next structure: +12.4 kcal/mol

***

w:
# C3H13N2O

A 2-piece molecular cluster, C3H13N2O overall (wB97M-V/def2-TZVPD, the Open Molecules 2025 dataset).

Geometry as XYZ:
```
19
C3H13N2O wB97M-V/def2-TZVPD
C 0.1141 1.2851 -1.6561
C 0.4971 1.8875 -0.2885
C 1.8178 1.4330 0.2611
N 1.7741 -0.0227 0.4735
N 0.7564 -0.0875 -1.9898
H 0.3948 1.9159 -2.4819
H -0.9596 1.1313 -1.6442
H -0.3143 1.7820 0.4282
H 0.5825 2.9541 -0.4908
H 2.4886 1.6581 -0.5778
H 2.1127 1.9662 1.1529
H 0.8165 -0.3085 0.6450
H 2.3695 -0.3864 1.1989
H 1.1438 -0.0280 -2.9203
H 1.4863 -0.2979 -1.2433
H 0.0510 -0.8168 -2.0584
H -4.8374 -4.3154 2.8152
H -3.7884 -3.5340 3.6169
O -4.2856 -3.5267 2.7854
```

LUMO energy = -3.34 eV
total charge = +1
spin multiplicity = 1
E_HOMO = -13.5 eV

***

x:
# C3H13N2O

A 2-piece molecular cluster, C3H13N2O overall (wB97M-V/def2-TZVPD, the Open Molecules 2025 dataset).

Geometry as XYZ:
```
19
C3H13N2O wB97M-V/def2-TZVPD
C 0.8324 0.1310 -1.4652
N 1.6593 -1.0116 -1.1258
C -0.4527 0.2319 -0.6457
N -0.1200 0.5894 0.7897
C -0.6309 1.8874 1.3145
H 1.4263 1.0780 -1.5083
H 0.4486 0.1609 -2.5099
H 2.0261 -1.4436 -1.9646
H 1.2442 -1.7634 -0.5953
H -1.2124 0.8878 -1.1017
H -1.0994 -0.6532 -0.6747
H 0.8768 0.7419 0.5460
H -0.4544 -0.1652 1.4161
H -0.1715 2.1802 2.2560
H -0.3897 2.7394 0.6698
H -1.7317 1.9691 1.2866
H -0.4897 -2.8264 0.4325
H -0.8801 -2.5702 1.8781
O -0.8811 -2.1634 1.0020
```

LUMO energy = -3.04 eV
total charge = +1
spin multiplicity = 1
E_HOMO = -13.4 eV

***

y:
# C3H13N2O

A 2-piece molecular cluster, C3H13N2O overall (wB97M-V/def2-TZVPD, the Open Molecules 2025 dataset).

Geometry as XYZ:
```
19
C3H13N2O wB97M-V/def2-TZVPD
C 0.4111 0.6395 1.2803
C -0.9859 0.2867 1.1021
C -1.0467 -1.1184 0.7885
N -0.3481 -1.5158 -0.4460
N 1.1703 0.7427 -0.0072
H 0.9832 -0.1309 1.8218
H 0.4717 1.4856 1.9394
H -1.4382 0.9602 0.3674
H -1.7012 0.5685 1.9440
H -0.5628 -1.6604 1.6847
H -2.1623 -1.3553 0.8151
H -0.9744 -1.8316 -1.1137
H 0.1527 -2.4288 -0.3270
H 2.1527 0.7173 0.1177
H 0.8786 -0.2149 -0.5719
H 0.8636 1.4871 -0.5536
H 0.2570 1.7129 -3.2217
H 0.9505 0.3961 -2.9509
O 0.9284 1.2595 -2.6692
```

LUMO energy = -2.89 eV
total charge = +1
spin multiplicity = 1
E_HOMO = -14.5 eV

***

Energetically preferred structure: w | next structure: +6.7 kcal/mol

***

w:
# H14O6S

A 7-piece molecular cluster, H14O6S overall (wB97M-V/def2-TZVPD, the Open Molecules 2025 dataset).

Geometry as XYZ:
```
21
H14O6S wB97M-V/def2-TZVPD
S -3.0451 3.6573 5.9772
H -2.1389 2.7093 6.1757
H -2.2604 4.2380 5.0615
H 1.2916 2.1954 -2.1141
H 0.5064 2.2610 -0.9139
O 0.3767 2.2866 -1.8808
H -0.7259 -1.6791 -1.8025
H 0.4360 -2.8134 -1.4095
O -0.4336 -2.4443 -1.2935
H -2.0303 0.8493 -1.2438
H -0.7451 0.5912 -1.7566
O -1.4598 0.0700 -1.3553
H 2.5093 -1.8799 -3.6720
H 3.9799 -1.3803 -3.7703
O 3.4192 -2.0934 -3.4587
H 0.5173 -0.4353 1.0200
H -0.3762 0.4813 0.2099
O 0.4061 0.4996 0.7828
H -0.1658 -2.0803 2.5334
H -0.3107 -2.8460 1.2411
O 0.2493 -2.1869 1.6694
```

LUMO energy = 0.26 eV
total charge = 0
spin multiplicity = 1
E_HOMO = -9.8 eV
SMILES = O.O.O.O.O.O.S

***

x:
# H14O6S

A 7-piece molecular cluster, H14O6S overall (wB97M-V/def2-TZVPD, the Open Molecules 2025 dataset).

Geometry as XYZ:
```
21
H14O6S wB97M-V/def2-TZVPD
S 3.1758 1.4387 -0.2689
H 2.7872 2.7106 -0.2118
H 3.4932 1.7079 -1.5502
H 0.2943 -0.5336 -2.6345
H 1.6074 -0.9052 -2.2343
O 0.7459 -1.3087 -2.2781
H -1.2737 2.7571 2.4291
H -1.4369 1.8739 1.0962
O -0.8666 2.5902 1.5794
H 0.5424 -2.8168 -0.6671
H 0.8952 -3.6307 0.4657
O 0.1452 -3.2092 0.0562
H -0.9959 -2.1898 2.9598
H -0.9348 -2.3441 1.5062
O -1.3523 -1.7603 2.1812
H -2.0631 0.5550 -1.4264
H -0.8601 1.4609 -1.7001
O -1.2886 0.5882 -1.9535
H -4.0496 0.1242 0.8683
H -2.6479 -0.3208 1.3020
O -3.1550 0.4165 0.9273
```

LUMO energy = 0.49 eV
total charge = 0
spin multiplicity = 1
E_HOMO = -9.9 eV
SMILES = O.O.O.O.O.O.S

***

Energetically preferred structure: x | next structure: +3.3 kcal/mol

***

w:
# CH9N2Si

A 2-piece molecular cluster, CH9N2Si overall (wB97M-V/def2-TZVPD, the Open Molecules 2025 dataset).

Geometry as XYZ:
```
13
CH9N2Si wB97M-V/def2-TZVPD
C -0.5836 -0.4207 -0.1768
N -1.0904 0.5782 -1.1388
N 0.4870 -1.3936 -0.8975
Si 0.6096 1.1912 1.5334
H -1.4389 -1.0527 0.2648
H -0.5376 1.2279 -1.6184
H -2.0557 0.4894 -1.4419
H 0.9644 -1.7589 -0.0400
H 1.2150 -0.9400 -1.4996
H -0.0160 -2.1916 -1.3692
H 2.1822 0.8553 1.7040
H 0.5729 2.5276 1.3508
H -0.1038 0.4075 2.5443
```

LUMO energy = -4.19 eV
total charge = +1
spin multiplicity = 1
E_HOMO = -12.8 eV

***

x:
# CH9N2Si

A 2-piece molecular cluster, CH9N2Si overall (wB97M-V/def2-TZVPD, the Open Molecules 2025 dataset).

Geometry as XYZ:
```
13
CH9N2Si wB97M-V/def2-TZVPD
C -0.1504 -0.6464 1.2406
N 0.0921 1.1208 0.2186
N 0.7540 -1.4338 0.4000
Si -0.5254 1.2962 -1.3942
H -1.1943 -0.8960 1.1555
H 0.2330 -0.4073 2.2178
H -0.2995 1.7407 0.9095
H 1.0011 -2.3438 0.8166
H 1.6056 -0.8734 0.2469
H 0.3267 -1.5808 -0.5261
H -1.8833 0.8015 -1.5986
H -0.3846 2.7431 -1.5231
H 0.4250 0.4793 -2.1634
```

LUMO energy = -4.42 eV
total charge = +1
spin multiplicity = 1
E_HOMO = -14.2 eV

***

Energetically preferred structure: x | next structure: +21.7 kcal/mol

***

w:
# CH2N2S2

One molecule with the formula CH2N2S2 (wB97M-V/def2-TZVPD, the Open Molecules 2025 dataset).

Geometry as XYZ:
```
7
CH2N2S2 wB97M-V/def2-TZVPD
C -1.6062 0.4214 -0.0305
N 1.4306 0.3944 0.1582
N -1.7970 1.5154 -0.3192
S -1.2806 -1.1343 0.2311
S 0.8273 -0.8963 -0.5214
H 1.2143 1.3633 -0.0539
H 1.2116 -1.6640 0.5357
```

LUMO energy (spin up / spin down) = -0.90 / -0.90 eV
total charge = 0
spin multiplicity = 1
E_HOMO (spin up / spin down) = -9.4 / -9.4 eV

***

x:
# CH2N2S2

One molecule with the formula CH2N2S2 (wB97M-V/def2-TZVPD, the Open Molecules 2025 dataset).

Geometry as XYZ:
```
7
CH2N2S2 wB97M-V/def2-TZVPD
C -0.0354 -1.6996 0.1308
N -0.6497 1.3563 -0.6680
N -0.4647 -2.0819 -0.8598
S 0.6124 -0.9092 1.4224
S 0.6981 0.9860 0.0760
H -0.8434 0.7700 -1.4868
H 0.6827 1.5783 1.3854
```

LUMO energy (spin up / spin down) = -1.18 / -1.18 eV
total charge = 0
spin multiplicity = 1
E_HOMO (spin up / spin down) = -9.6 / -9.6 eV

***

y:
# CH2N2S2

CH2N2S2 as an isolated structure (wB97M-V/def2-TZVPD, the Open Molecules 2025 dataset).

Geometry as XYZ:
```
7
CH2N2S2 wB97M-V/def2-TZVPD
C 0.7117 0.1589 -0.2313
N 1.8774 0.0318 -0.1035
N -0.4932 0.4345 -0.2166
S -2.3522 -0.8314 -0.0451
S 3.4206 0.1189 0.1806
H -0.8561 0.8731 -0.9564
H -2.3082 -0.7857 1.3723
```

LUMO energy (spin up / spin down) = -1.28 / -2.37 eV
total charge = 0
spin multiplicity = 1
E_HOMO (spin up / spin down) = -9.0 / -8.2 eV

***

Energetically preferred structure: x | next structure: +4.0 kcal/mol